No. 1
DFT (wB97M-V/def2-TZVPD) results for a molecular structure, C33H39ClFN8O4PbS.

Values from the calculation:
- gap between HOMO and LUMO (eV) = 8.3
- E (Ha) = -3170.23705
- relative energy (zero: lowest compared OMol25 entry of this formula, charge and spin) (kJ/mol) = 0.00

Geometry as ORCA input:
```
! wB97M-V def2-TZVPD RIJCOSX def2/J DEFGRID3
* xyz 3 1
Pb 1.857 -1.415 -0.913
F -1.952 3.905 0.326
C -2.551 2.714 0.109
C -1.759 1.604 0.073
C -2.319 0.329 -0.059
C -1.449 -0.844 -0.075
O -0.204 -0.692 0.011
C -2.142 -2.093 -0.168
C -3.516 -2.108 -0.267
N -4.293 -1.030 -0.276
C -5.733 -1.176 -0.432
C -6.350 -0.747 -1.732
C -6.263 -2.200 -1.387
C -3.717 0.229 -0.152
C -4.505 1.380 -0.133
C -3.956 2.651 -0.015
N -4.781 3.777 -0.024
C -5.978 3.823 0.802
C -7.091 4.581 0.093
N -6.612 5.964 -0.219
C -5.362 5.918 -1.044
C -4.284 5.112 -0.325
C -1.525 -3.435 -0.229
O -2.118 -4.421 -0.561
O -0.221 -3.465 0.181
H -0.686 1.691 0.173
H -4.015 -3.065 -0.335
H -6.278 -1.003 0.488
H -5.681 -0.381 -2.500
H -7.314 -0.257 -1.712
H -5.566 -2.808 -1.948
H -7.162 -2.726 -1.101
H -5.575 1.279 -0.236
H -5.757 4.316 1.760
H -6.330 2.821 1.030
H -7.979 4.641 0.719
H -7.344 4.100 -0.851
H -6.422 6.461 0.656
H -7.339 6.491 -0.706
H -5.016 6.934 -1.222
H -5.615 5.454 -1.996
H -3.967 5.643 0.583
H -3.434 5.059 -0.996
C 0.544 3.645 -2.882
C 1.368 4.105 -1.680
C 1.949 2.956 -0.924
N 1.762 1.720 -1.193
N 2.427 0.859 -0.362
C 3.132 1.471 0.578
N 3.876 0.843 1.485
S 2.995 3.197 0.478
H 0.157 4.507 -3.423
H -0.289 3.019 -2.562
H 1.159 3.059 -3.562
H 0.754 4.695 -0.996
H 2.182 4.757 -2.007
H 3.871 -0.172 1.468
H 4.394 1.355 2.175
C 7.031 -4.697 1.864
N 5.684 -4.155 1.893
N 5.261 -3.144 1.073
C 3.941 -2.905 1.320
O 3.319 -1.942 0.723
C 3.539 -3.805 2.309
C 4.649 -4.564 2.642
C 4.788 -5.643 3.652
C 6.126 -2.367 0.244
C 7.158 -1.636 0.819
C 7.983 -0.870 0.010
C 7.762 -0.823 -1.360
C 6.724 -1.550 -1.924
C 5.904 -2.332 -1.125
H 7.506 -4.454 0.919
H 6.985 -5.779 1.964
H 7.632 -4.296 2.681
H 2.559 -3.883 2.746
H 3.864 -5.747 4.214
H 5.596 -5.412 4.348
H 5.018 -6.603 3.187
H 7.315 -1.664 1.891
H 8.799 -0.314 0.452
H 8.409 -0.225 -1.988
H 6.568 -1.529 -2.995
H 5.113 -2.931 -1.560
Cl 1.855 -4.558 -0.910
C 0.414 -4.723 0.125
H 0.758 -5.005 1.114
H -0.237 -5.474 -0.308
*
```



No. 2
DFT (wB97M-V/def2-TZVPD) results for a molecular structure, C33H44Cl3F3N3O4PbSi.

Values from the calculation:
- gap between HOMO and LUMO (eV) = 5.4
- E (Ha) = -3911.29276
- relative energy (zero: lowest compared OMol25 entry of this formula, charge and spin) (kJ/mol) = 0.00

Geometry as ORCA input:
```
! wB97M-V def2-TZVPD RIJCOSX def2/J DEFGRID3
* xyz 1 1
Pb 1.612 -0.382 1.288
C -0.079 -2.740 3.650
O -0.361 -1.661 2.734
C -1.361 -0.795 3.144
C -2.538 -1.296 3.684
C -3.551 -0.437 4.074
C -3.373 0.934 3.932
C -2.197 1.429 3.400
C -1.173 0.577 2.981
N 0.049 1.059 2.410
N 0.063 2.327 2.313
C 1.111 3.073 1.929
C 2.471 2.628 1.822
O 2.839 1.414 1.830
C 3.507 3.631 1.731
C 3.212 4.937 1.616
C 1.854 5.421 1.605
C 1.580 6.787 1.439
C 0.285 7.247 1.433
C -0.763 6.333 1.588
C -0.509 4.988 1.747
C 0.808 4.502 1.770
H 0.046 -2.349 4.657
H 0.847 -3.197 3.319
H -0.879 -3.479 3.630
H -2.656 -2.364 3.809
H -4.464 -0.836 4.497
H -4.148 1.619 4.250
H -2.038 2.495 3.317
H 4.527 3.268 1.728
H 4.011 5.665 1.520
H 2.408 7.476 1.315
H 0.077 8.300 1.306
H -1.787 6.685 1.583
H -1.330 4.291 1.853
C -1.817 1.329 -0.303
O -0.616 1.094 -1.014
C 0.009 2.323 -1.372
C 1.340 2.066 -2.019
O 2.213 1.515 -1.061
C 3.553 1.429 -1.507
H -2.546 1.867 -0.920
H -1.636 1.904 0.610
H -2.235 0.359 -0.021
H 0.155 2.933 -0.473
H -0.627 2.886 -2.067
H 1.727 3.021 -2.394
H 1.234 1.387 -2.876
H 3.934 2.416 -1.789
H 3.641 0.755 -2.366
H 4.147 1.042 -0.681
C 0.195 -3.260 -0.828
Si -1.226 -2.638 -1.756
C -2.898 -2.881 -1.031
C -3.234 -4.371 -1.261
C -2.807 -2.592 0.478
C -3.989 -1.997 -1.653
C -0.833 -2.047 -3.453
C 0.644 -1.612 -3.475
C -1.723 -0.895 -3.939
C -1.022 -3.286 -4.359
H 0.489 -4.251 -1.198
H 0.014 -3.329 0.245
H 1.038 -2.586 -1.004
H -2.491 -5.044 -0.822
H -3.343 -4.619 -2.320
H -4.191 -4.577 -0.773
H -2.128 -3.276 0.992
H -3.804 -2.724 0.910
H -2.489 -1.570 0.696
H -4.180 -2.253 -2.695
H -3.755 -0.932 -1.597
H -4.919 -2.160 -1.101
H 0.841 -0.794 -2.780
H 0.878 -1.264 -4.487
H 1.321 -2.437 -3.245
H -1.615 -0.007 -3.312
H -2.775 -1.165 -3.989
H -1.404 -0.622 -4.950
H -0.403 -4.134 -4.048
H -0.711 -3.011 -5.371
H -2.063 -3.618 -4.410
F 4.298 -1.083 2.750
C 3.005 -1.464 2.855
F 2.713 -1.446 4.181
F 3.003 -2.804 2.504
Cl 5.754 -4.617 -1.498
C 5.135 -3.386 -2.582
Cl 4.463 -4.132 -4.044
Cl 6.392 -2.239 -3.008
C 4.045 -2.660 -1.901
N 3.197 -2.096 -1.373
*
```



No. 3
DFT (wB97M-V/def2-TZVPD) results for 2 unconnected molecules or ions with the total composition C5H12B2NO10P.

Values from the calculation:
- gap between HOMO and LUMO (eV) = 9.4
- SMILES = O=NOB(CP(=O)(O)O)B(O)O.C[C@@H]1COC(=O)O1
- E (Ha) = -1396.08160

Geometry as ORCA input:
```
! wB97M-V def2-TZVPD RIJCOSX def2/J DEFGRID3
* xyz 0 1
O -0.714 1.873 -1.754
N -0.478 0.766 -1.992
O 0.765 0.370 -1.414
B 1.232 -0.934 -1.685
C 2.160 -1.133 -2.922
P 3.901 -0.984 -2.479
O 4.815 -1.565 -3.452
O 4.131 0.588 -2.256
O 4.073 -1.659 -1.020
B 0.926 -2.261 -0.616
O 0.247 -2.087 0.550
O 1.358 -3.527 -0.990
H 2.012 -0.351 -3.673
H 2.027 -2.114 -3.384
H 3.756 0.935 -1.438
H 3.662 -1.186 -0.286
H 0.405 -2.804 1.178
H 2.311 -3.655 -0.922
C -3.133 2.981 1.403
C -2.537 1.938 2.310
C -2.311 0.575 1.691
O -2.418 -0.293 2.825
C -3.211 0.316 3.741
O -3.641 -0.205 4.716
O -3.440 1.602 3.381
H -3.378 3.881 1.965
H -2.423 3.243 0.617
H -4.050 2.612 0.943
H -1.613 2.306 2.765
H -1.337 0.459 1.223
H -3.098 0.314 0.978
*
```



No. 4
DFT (wB97M-V/def2-TZVPD) results for a single C6H13NO molecule at a distorted geometry.

Values from the calculation:
- gap between HOMO and LUMO (eV) = 9.4
- SMILES = CC(C)(C)[C@@H](N)C=O
- E (Ha) = -366.36017
- relative energy (zero: lowest compared OMol25 entry of this formula, charge and spin) (kJ/mol) = 193.57

Geometry as ORCA input:
```
! wB97M-V def2-TZVPD RIJCOSX def2/J DEFGRID3
* xyz 0 1
C -1.749 -0.869 0.306
C -0.413 0.166 -0.130
C -0.110 -0.073 -1.609
C -0.898 1.598 0.109
C 0.628 -0.292 0.842
N 1.057 -1.658 0.783
C 2.053 0.669 0.373
O 3.154 0.138 0.382
H -1.815 -1.693 -0.407
H -2.660 -0.270 0.239
H -1.685 -1.285 1.314
H 0.322 -1.058 -1.796
H 0.589 0.675 -1.996
H -1.035 -0.008 -2.193
H -1.086 1.781 1.171
H -0.163 2.333 -0.230
H -1.823 1.791 -0.445
H 0.386 0.003 1.865
H 1.466 -1.876 -0.123
H 1.802 -1.816 1.461
H 1.980 1.742 0.083
*
```